Entry i
C5H14 | ωB97M-V with the def2-TZVPD basis set

Last columns: bonded neighbours and bond lengths (Å).
Element x y z (Å)
1 C 1.23033 1.10177 -1.90595  C2 1.540, C3 1.506, H4 1.072, H5 1.088
2 C 1.38241 2.01085 -0.67175  C1 1.540, H6 1.055, H7 1.085, H9 1.093
3 C 0.05780 0.15834 -1.85784  C1 1.506, H8 1.088, H10 1.098, H11 1.093
4 H 2.14857 0.55809 -2.01140  C1 1.072
5 H 1.14781 1.76907 -2.76157  C1 1.088
6 H 1.83516 2.94102 -0.87926  C2 1.055
7 H 0.40245 2.19393 -0.24401  C2 1.085
8 H -0.01653 -0.48877 -2.72952  C3 1.088
9 H 1.96721 1.50671 0.10122  C2 1.093
10 H -0.90778 0.67633 -1.79218  C3 1.098
11 H 0.03348 -0.44580 -0.94702  C3 1.093
12 C -0.43420 -1.67702 2.04657  C13 1.520, H14 1.093, H15 1.088, H16 1.092
13 C -1.89322 -1.29233 1.86065  C12 1.520, H17 1.082, H18 1.081, H19 1.089
14 H -0.01766 -1.41612 3.02336  C12 1.093
15 H -0.28182 -2.75183 1.97973  C12 1.088
16 H 0.21522 -1.16896 1.32993  C12 1.092
17 H -2.45776 -2.06065 2.37133  C13 1.082
18 H -2.25660 -1.30660 0.84213  C13 1.081
19 H -2.15488 -0.30804 2.24557  C13 1.089

Results
Charge: 0

Löwdin atomic charges, in units of e: number 1, C, carries -0.32; number 2, C, carries -0.11; number 3, C, carries -0.13; number 4, H, carries 0.09; number 5, H, carries 0.10; number 6, H, carries 0.05; number 7, H, carries 0.06; number 8, H, carries 0.07; number 9, H, carries 0.07; number 10, H, carries 0.07; number 11, H, carries 0.05; number 12, C, carries -0.17; number 13, C, carries -0.17; number 14, H, carries 0.06; number 15, H, carries 0.06; number 16, H, carries 0.04; number 17, H, carries 0.06; number 18, H, carries 0.05; number 19, H, carries 0.06

***

Entry ii
C5H14 | ωB97M-V with the def2-TZVPD basis set

Last columns: bonded neighbours and bond lengths (Å).
Element x y z (Å)
1 C -1.86108 1.08850 -0.95667  C2 1.554, H3 1.090, H4 1.093, H5 1.091
2 C -2.26092 2.58954 -1.00365  C1 1.554, H6 1.092, H7 1.088, H8 1.089
3 H -1.88987 0.63808 -1.94917  C1 1.090
4 H -0.81113 1.09611 -0.65278  C1 1.093
5 H -2.43960 0.52858 -0.22021  C1 1.091
6 H -2.98293 2.68295 -1.81747  C2 1.092
7 H -1.38661 3.22033 -1.15094  C2 1.088
8 H -2.70906 2.95260 -0.07996  C2 1.089
9 C 1.63343 -0.86872 0.32467  C10 1.526, C11 1.534, H12 1.097, H13 1.091
10 C 0.43736 -0.65308 1.24680  C9 1.526, H14 1.090, H15 1.088, H18 1.095
11 C 2.23864 -2.27409 0.43552  C9 1.534, H16 1.088, H17 1.088, H19 1.089
12 H 1.28978 -0.83465 -0.71694  C9 1.097
13 H 2.39067 -0.08349 0.33423  C9 1.091
14 H 0.18070 -1.58672 1.74698  C10 1.090
15 H -0.45005 -0.28668 0.73450  C10 1.088
16 H 2.69567 -2.44593 1.40814  C11 1.088
17 H 1.44396 -3.00915 0.32796  C11 1.088
18 H 0.55380 0.10861 2.02514  C10 1.095
19 H 3.04930 -2.38100 -0.28378  C11 1.089

Results
Charge: 0

Löwdin atomic charges, in units of e: number 1, C, carries -0.17; number 2, C, carries -0.16; number 3, H, carries 0.06; number 4, H, carries 0.04; number 5, H, carries 0.06; number 6, H, carries 0.06; number 7, H, carries 0.06; number 8, H, carries 0.06; number 9, C, carries -0.32; number 10, C, carries -0.12; number 11, C, carries -0.13; number 12, H, carries 0.09; number 13, H, carries 0.10; number 14, H, carries 0.07; number 15, H, carries 0.02; number 16, H, carries 0.07; number 17, H, carries 0.07; number 18, H, carries 0.07; number 19, H, carries 0.07

***

Verdict on stability: entry i comes out on top.